Here is a cluster of 2 separate species, C21H37ClN2O9PS in total from the OMol25 dataset. Energies are from the ωB97M-V functional and the def2-TZVPD basis.

Computed properties:
- HOMO (eV) = -1.74
- net charge = -1
- DFT total energy (Ha) = -2808.74555

```
72
C21H37ClN2O9PS | the OMol25 dataset | the ωB97M-V functional and the def2-TZVPD basis
Cl 0.327 -2.735 4.512
S 4.910 4.071 1.151
P -0.246 -0.734 -4.183
O 4.545 3.600 2.530
O 4.734 2.944 0.190
O 6.316 4.529 1.131
O 0.202 -2.242 -3.814
O 1.232 3.479 -0.122
O 0.883 -0.079 -4.866
O -1.543 -0.742 -5.158
O -0.644 -1.963 1.635
O 4.007 5.195 0.768
N 0.813 2.713 2.072
N -0.866 0.295 1.019
C -0.992 2.662 0.340
C 1.944 1.727 2.148
C -2.102 1.795 2.392
C -0.380 -0.323 5.486
C -1.016 -1.675 5.133
C -2.138 -1.603 4.044
C 1.276 3.910 2.811
C -1.863 -0.500 3.023
C -1.333 1.519 1.275
C -0.633 0.262 -2.692
C -2.389 0.786 3.287
C 0.492 3.029 0.706
C 2.686 -2.494 -4.081
C 1.486 -2.263 -3.133
C -1.195 -0.544 -6.544
C -2.377 -1.114 -7.387
C -0.827 -0.566 -1.382
C -0.028 -0.006 -0.158
C -1.592 -2.818 0.980
C -1.132 -0.730 1.884
C -1.046 -4.246 0.817
H -0.520 -1.615 -1.501
H -3.262 -1.309 -6.766
H 3.293 -3.305 -3.648
H -1.065 2.367 -0.715
H -2.975 0.986 4.183
H 1.748 1.041 2.994
H 2.378 -2.764 -5.096
H 0.506 0.886 -0.509
H 2.035 1.137 1.224
H -2.072 -2.555 3.498
H 0.761 -0.701 0.154
H -2.528 -2.884 1.560
H 0.143 0.159 4.649
H 1.444 -3.008 -2.325
H 2.921 2.258 2.313
H -0.476 -4.534 1.711
H 1.634 -1.285 -2.643
H -1.405 -2.118 6.059
H -2.658 -0.419 -8.189
H 0.152 1.026 -2.594
H -1.891 -0.558 -1.103
H 0.367 -0.453 6.282
H -3.150 -1.566 4.466
H 3.296 -1.585 -4.077
H -1.619 3.538 0.545
H -2.095 -2.065 -7.861
H 0.475 4.619 3.074
H -1.885 -4.946 0.685
H 2.124 4.390 2.259
H -0.406 -4.354 -0.070
H -2.467 2.799 2.597
H 1.707 3.554 3.759
H -1.885 -2.472 -0.022
H -0.291 -1.077 -6.852
H -1.576 0.800 -2.873
H -1.175 0.361 5.827
H -1.097 0.515 -6.808
```

Here are the Löwdin charges for atoms 1 to 2, given in e: atom 1 (Cl): 0.6213, atom 2 (S): 0.1675

=====

Here is a structure of composition C21H37F3O5Pt from the OMol25 dataset. Energies are from the ωB97M-V functional and the def2-TZVPD basis.

Computed properties:
- HOMO (eV) = -14.86
- net charge = +2
- DFT total energy (Ha) = -1616.28252

```
67
C21H37F3O5Pt | the OMol25 dataset | the ωB97M-V functional and the def2-TZVPD basis
Pt 1.489 4.903 -3.083
F 0.321 7.082 1.858
F -1.862 6.902 2.493
F -0.516 5.103 2.893
O 1.156 2.154 2.160
O -1.216 5.679 0.676
O -3.457 2.504 -0.190
O -1.358 3.129 0.834
O -1.441 2.858 -1.510
C 2.204 2.271 3.158
C -0.151 2.377 -0.983
C -0.990 -4.751 -0.841
C 2.437 -2.297 -0.372
C -0.054 -5.365 0.342
C -2.242 2.810 -0.284
C -0.172 5.010 -0.065
C -1.964 -3.569 -0.359
C -4.658 -2.149 0.488
C 1.080 2.233 -1.990
C 0.986 -4.226 0.829
C 2.107 -3.884 -0.312
C 1.231 0.784 -2.684
C 2.127 -1.644 -1.849
C -0.033 3.417 0.263
C -0.763 6.158 1.935
C 1.269 3.207 1.177
C 1.151 -0.393 -1.579
C -3.136 -3.232 -1.451
C -4.056 -1.960 -0.991
C 3.185 0.986 3.241
H 3.757 1.060 4.247
H 0.472 0.681 -3.546
H -3.806 -4.162 -1.631
H 2.111 2.465 -1.504
H 4.002 1.044 2.423
H -3.822 -2.288 1.261
H -5.352 -3.060 0.478
H 1.510 -2.447 -2.417
H 1.806 -4.342 -1.318
H 3.517 -2.046 -0.026
H 0.880 5.460 0.082
H 2.239 2.984 0.568
H 1.496 4.210 1.723
H -5.313 -1.225 0.751
H -3.382 -1.026 -1.038
H 1.730 2.401 4.200
H -2.594 -3.039 -2.443
H -0.728 -5.724 1.194
H -0.361 -4.344 -1.731
H -1.408 -2.583 -0.174
H -1.662 -5.596 -1.245
H 3.079 -4.391 0.077
H 2.645 -0.021 3.185
H -2.507 -3.873 0.611
H 2.895 3.188 3.008
H 1.440 0.084 -0.557
H -4.878 -1.821 -1.800
H -0.420 5.179 -1.193
H 0.032 -0.679 -1.484
H 0.365 -3.307 1.122
H 2.276 0.759 -3.190
H 3.115 -1.386 -2.365
H 0.510 -6.298 -0.047
H 0.961 3.046 -2.843
H 1.478 -4.624 1.808
H -0.513 1.426 -0.417
H 1.755 -1.801 0.429
```

Here are the Löwdin charges for atoms 1 to 2, given in e: atom 1 (Pt): 0.7376, atom 2 (F): 0.1032

=====

Here is a cluster of 3 separate species, C21H37IO13S in total from the OMol25 dataset. Energies are from the ωB97M-V functional and the def2-TZVPD basis.

Computed properties:
- HOMO (eV) = -9.00
- net charge = 0
- DFT total energy (Ha) = -2496.08269
- SMILES = O=C(I)CC1=C(CCCS(=O)(=O)O)C(=O)OC1=O.COCCOCCOC.COCCOCCOC

```
73
C21H37IO13S | the OMol25 dataset | the ωB97M-V functional and the def2-TZVPD basis
I -1.554 -1.383 0.699
S 0.933 6.652 -0.242
O 0.140 7.948 -0.205
O 1.944 6.650 -1.347
O 3.370 -0.446 2.495
O -5.060 -1.805 -1.444
O -7.600 -3.367 -2.178
O 4.503 -2.337 0.406
O 0.792 -0.043 -1.503
O 1.403 2.277 -1.965
O -0.223 5.428 -0.471
O -5.009 -3.923 -3.668
O 3.526 3.314 -1.459
O -2.720 1.386 1.137
O 6.334 -1.241 2.615
C -1.643 0.735 1.136
C 3.995 -1.505 3.229
C 1.722 3.877 1.545
C 7.303 -0.211 2.672
C -5.969 -2.420 -0.539
C 5.419 -1.213 3.703
C 1.767 6.468 1.435
C 2.398 2.931 -1.130
C -5.126 -0.391 -1.424
C 3.932 -0.120 1.221
C 1.624 2.932 0.265
C -0.316 1.549 1.513
C -4.612 -5.280 -3.764
C 0.925 1.181 -1.145
C -7.132 -2.760 -3.383
C 3.744 -1.165 0.134
C 0.671 1.879 0.286
C 2.702 5.143 1.383
C 3.787 -3.541 0.191
C -6.267 -3.651 -4.274
C -6.623 -3.649 -1.171
H 0.907 6.381 2.183
H 3.405 0.781 0.893
H 3.825 -3.813 -0.867
H -4.138 -5.462 -4.733
H 8.097 -0.480 3.377
H -5.458 -5.961 -3.623
H -6.813 -4.573 -4.503
H 4.977 0.170 1.325
H 3.355 5.116 0.449
H 7.735 -0.101 1.676
H 0.658 4.269 1.749
H -0.999 5.879 -0.900
H 3.345 5.182 2.343
H -4.571 -0.002 -0.563
H -5.884 -4.358 -1.535
H 2.019 3.239 2.460
H -6.643 -1.809 -3.173
H -0.624 2.565 1.962
H 0.281 0.993 2.328
H 2.748 -3.460 0.524
H -5.388 -2.738 0.337
H -8.034 -2.511 -3.951
H 4.106 -0.761 -0.818
H -6.160 -0.035 -1.400
H -7.173 -4.166 -0.377
H -4.665 -0.020 -2.342
H 3.935 -2.443 2.683
H 3.376 -1.635 4.123
H -6.746 -1.723 -0.210
H 6.858 0.748 2.953
H -3.888 -5.476 -2.973
H 4.267 -4.327 0.776
H 5.726 -1.999 4.406
H 2.434 7.387 1.633
H 2.679 -1.384 0.028
H 5.438 -0.250 4.224
H -6.067 -3.126 -5.214
```

Here are the Löwdin charges for atoms 1 to 2, given in e: atom 1 (I): 0.8694, atom 2 (S): 0.7420

=====

Here is the ion C21H37N2O2 with charge +1 from the OMol25 dataset. Energies are from the ωB97M-V functional and the def2-TZVPD basis.

Computed properties:
- HOMO (eV) = -10.32
- net charge = +1
- energy relative to the best compared isomer or geometry (same formula, charge and spin) (kJ/mol) = 21.8
- DFT total energy (Ha) = -1082.16894
- SMILES = CC[N@H+]1CCC[C@@H]1CNC[C@H](O)COc1ccc(C(C)(C)C)cc1C

```
62
C21H37N2O2 | the OMol25 dataset | the ωB97M-V functional and the def2-TZVPD basis
O -0.911 1.757 0.760
O 1.437 2.116 -0.632
N -3.086 0.444 -0.115
N -5.311 -0.718 -0.100
C -0.702 1.032 -0.434
C -4.789 -0.802 2.251
C 3.524 1.563 0.296
C 2.429 1.164 -0.480
C 3.546 2.935 0.897
C 7.024 -0.866 -0.351
C -6.344 -0.757 -2.350
C -6.431 -0.134 0.662
C -5.770 0.332 1.949
C 0.270 1.801 -1.342
C 4.568 -0.609 -0.060
C -5.696 -1.568 -1.240
C 4.563 0.673 0.487
C -2.958 -0.909 0.422
C 5.593 -2.891 -0.485
C 5.751 -1.528 0.194
C 2.411 -0.105 -1.030
C -4.370 -1.346 0.875
C 3.470 -0.976 -0.821
C -2.077 0.836 -1.092
C 5.890 -1.758 1.706
H -0.174 2.768 -1.604
H 0.475 1.246 -2.263
H 4.985 -2.212 2.104
H -2.254 -0.992 1.253
H 7.227 0.077 0.148
H 6.466 -3.503 -0.273
H -4.643 0.079 -0.430
H -5.285 -1.583 2.826
H -4.457 -2.433 0.841
H 7.879 -1.521 -0.199
H -6.379 -2.344 -0.884
H -3.013 1.122 0.644
H 6.067 -0.827 2.235
H 3.412 -1.951 -1.275
H -6.901 0.672 0.102
H 5.399 1.003 1.085
H -5.692 0.054 -2.667
H -2.610 -1.565 -0.380
H 6.726 -2.426 1.905
H -7.300 -0.343 -2.041
H -0.090 2.233 0.951
H -4.793 -2.049 -1.620
H 1.584 -0.442 -1.639
H 5.514 -2.784 -1.564
H -0.264 0.052 -0.184
H 4.522 3.154 1.321
H 3.309 3.681 0.142
H -2.018 0.086 -1.883
H -5.244 1.273 1.787
H -3.934 -0.458 2.828
H 2.799 3.016 1.687
H -7.169 -0.914 0.863
H -6.523 -1.400 -3.206
H -2.402 1.786 -1.525
H -6.489 0.479 2.750
H 6.921 -0.674 -1.416
H 4.717 -3.417 -0.112
```

Here are the Löwdin charges for atoms 1 to 2, given in e: atom 1 (O): -0.0124, atom 2 (O): -0.0565

=====

Here is the ion C21H38BClN7O9P2 with charge +1 from the OMol25 dataset. Energies are from the ωB97M-V functional and the def2-TZVPD basis.

Computed properties:
- HOMO (eV) = -11.31
- net charge = +1
- DFT total energy (Ha) = -3050.37866
- SMILES = C#C[C@]1(COCCOCCOCC)N(CN)C(N(B(N)O)P(=N)(O)O)=[N+]([C@H](Cl)CC)[C@@]1(c1ccncc1)P(=O)(O)O

```
79
C21H38BClN7O9P2 | the OMol25 dataset | the ωB97M-V functional and the def2-TZVPD basis
Cl -0.025 2.803 -3.646
P 2.126 4.473 0.082
P -2.289 0.651 -2.076
O -3.473 -0.294 -1.636
O -0.738 -4.708 -0.282
O -1.472 -0.164 -3.358
O 2.297 -5.732 -1.002
O -3.107 2.025 -2.866
O 3.821 4.388 -0.446
O 3.675 2.011 2.407
O -1.627 -1.858 0.151
O 2.016 5.694 1.368
N 0.542 0.563 0.849
N 0.157 1.946 -0.930
N 1.253 -1.888 1.102
N 1.286 5.002 -1.153
N 1.823 3.437 3.468
N 1.752 2.924 0.819
N -4.778 4.831 0.755
C -2.229 4.177 -0.262
C -1.817 -0.725 1.061
C 1.318 -0.805 -1.941
C -1.726 2.342 3.175
C -3.901 2.186 0.325
C -2.169 -4.353 -0.377
C -1.231 1.486 2.146
C 0.974 1.892 0.383
C 0.861 1.931 -2.215
C -0.158 -5.015 -1.601
C -2.573 -2.956 0.401
C -0.960 0.625 0.728
C 2.395 -5.703 0.470
C -1.248 1.446 -0.706
C 1.535 0.560 -2.779
C -2.402 2.564 -0.210
C 1.466 -4.627 -1.518
C -4.919 3.351 0.742
C 3.781 -4.992 1.035
C 1.276 -0.452 1.565
C -3.423 5.131 0.223
B 2.421 2.765 2.210
H 2.120 -2.353 1.510
H 1.901 5.140 -1.988
H 0.465 -2.336 1.652
H 1.826 2.632 -2.086
H -0.588 -4.319 -2.467
H 3.967 3.393 -0.629
H 2.708 0.667 -2.978
H 1.145 5.603 1.856
H -3.202 6.304 0.147
H -0.248 -6.146 -1.894
H 2.206 -0.908 -1.156
H -2.040 -0.946 -3.672
H 2.434 -0.164 1.619
H -4.025 1.722 -3.182
H 1.929 2.698 4.216
H 2.424 -6.816 0.854
H -2.563 -4.261 -1.477
H 0.784 3.558 3.357
H 0.266 -0.782 -1.428
H -2.983 -0.563 1.170
H 4.753 -5.407 0.522
H -1.690 3.049 4.136
H 1.492 -5.175 1.007
H -1.456 -1.095 2.137
H -3.645 -2.629 0.018
H 1.074 0.381 -3.867
H -2.548 -3.155 1.574
H -5.995 2.982 1.114
H 3.667 -3.814 0.924
H -1.238 4.648 -0.667
H 1.848 -4.309 -2.603
H -4.238 1.059 0.437
H 0.931 -0.473 2.708
H 1.422 -1.743 -2.671
H 1.524 -3.676 -0.832
H -2.774 -5.221 0.169
H 3.799 -5.201 2.207
H 4.120 1.849 1.523
```

Here are the Löwdin charges for atoms 1 to 2, given in e: atom 1 (Cl): 0.6018, atom 2 (P): 0.7385

=====

Here is a structure of composition C21H38BeBrCl3F4N2O19PS3V from the OMol25 dataset. Energies are from the ωB97M-V functional and the def2-TZVPD basis.

Computed properties:
- HOMO (eV) = -8.01
- net charge = 0
- DFT total energy (Ha) = -9210.20935

```
94
C21H38BeBrCl3F4N2O19PS3V | the OMol25 dataset | the ωB97M-V functional and the def2-TZVPD basis
Br 5.298 -3.184 -1.544
V -4.142 -2.041 3.854
Cl -1.009 -2.146 -4.523
Cl 0.346 3.492 2.084
Cl -1.059 0.616 3.264
S 0.703 -3.492 -4.532
S 7.152 0.816 -3.758
S 5.543 1.414 -1.763
P 1.567 -4.325 -2.899
F -1.395 1.340 5.390
F 2.712 0.702 0.382
F 6.485 -0.640 -3.634
F 5.826 1.954 -0.295
O 4.965 -4.319 -2.969
O 4.017 -5.846 -1.655
O 4.952 0.139 -1.497
O 6.364 1.441 -4.768
O 0.140 3.424 -6.353
O -3.352 -3.416 4.368
O 9.099 -3.944 -3.942
O -10.663 3.415 4.968
O 10.386 -4.636 -5.656
O 8.492 0.495 -4.103
O -8.297 4.246 6.731
O 8.889 -5.985 -4.875
O 1.999 -3.186 -1.893
O -4.947 -0.627 3.306
O 0.256 1.198 -6.675
O 4.684 2.424 -2.282
O -1.700 2.317 -6.545
O 0.512 -5.248 -2.188
O -8.271 1.625 5.163
N 7.028 1.394 -2.298
N 2.842 -5.152 -3.517
C 3.973 -1.083 3.854
C -8.527 4.601 5.379
C 7.843 -6.233 -3.944
C -11.810 3.432 5.795
C -1.726 1.711 2.032
C -8.080 1.731 6.562
C -7.084 1.607 4.391
C 4.427 -1.555 2.630
C 11.046 -3.365 -5.623
C -2.359 1.073 -6.739
C 3.964 -5.156 -2.613
C 2.678 0.598 2.728
C 3.131 0.114 1.518
C -0.366 2.217 -6.539
C -0.649 2.335 1.176
C 1.574 3.467 -6.320
C 4.002 -0.959 1.451
C -9.961 4.640 4.867
C -8.696 2.972 7.200
C 9.429 -4.768 -4.745
C 3.097 -0.009 3.902
Be -7.081 -2.033 3.462
H 1.958 2.869 -5.497
H -12.712 3.437 5.175
H 0.014 1.582 0.752
H -8.141 5.620 5.281
H 1.990 3.127 -7.266
H 4.304 -1.553 4.771
H -2.112 0.385 -5.930
H 1.761 -2.338 -2.303
H -11.818 2.518 6.392
H -7.245 2.225 3.504
H 3.092 -4.871 -4.465
H -6.220 2.004 4.926
H -9.913 4.890 3.801
H -1.107 2.886 0.356
H 8.216 -6.178 -2.922
H -8.583 0.869 7.019
H -7.896 4.000 4.723
H -11.823 4.287 6.475
H -9.784 2.903 7.218
H 4.344 -1.324 0.490
H -3.430 1.260 -6.724
H 7.028 -5.525 -4.089
H 10.343 -2.560 -5.823
H 11.537 -3.212 -4.664
H -2.394 1.114 1.411
H -2.095 0.641 -7.702
H -2.320 2.465 2.544
H -10.512 5.448 5.360
H -6.875 0.589 4.052
H 5.114 -2.390 2.594
H 7.471 -7.239 -4.125
H 2.002 1.443 2.749
H 11.800 -3.377 -6.405
H -7.022 1.661 6.832
H -8.401 2.951 8.253
H 2.740 0.359 4.855
H 0.589 -5.071 -1.231
H 1.859 4.503 -6.163
```

Here are the Löwdin charges for atoms 1 to 2, given in e: atom 1 (Br): 1.0077, atom 2 (V): 0.8758